241
Properties=species:S:1:pos:R:3 method="wB97M-V/def2-TZVPD" total_charge=+7 homo_ev=-21.55
C 4.50951 -6.61226 1.11312
C 3.10110 -6.88163 1.71539
N 2.15086 -5.69397 2.10685
C 1.00898 -6.32628 2.86463
C 2.89519 -4.80538 3.05726
C 2.11411 -3.59140 3.64035
C 1.62814 -4.86585 0.86784
C 0.70908 -5.55277 -0.15815
O 1.50408 -6.41054 -0.97870
C 0.89937 -7.57595 -1.50429
H 4.43361 -6.41444 0.04635
H 5.09995 -7.51482 1.10931
H 5.08047 -5.87616 1.66486
H 3.23778 -7.45378 2.62287
H 2.55359 -7.61677 1.13265
H 0.07886 -5.79021 2.75986
H 1.29884 -6.46074 3.88219
H 0.73941 -7.30288 2.47854
H 3.78859 -4.47769 2.56846
H 3.26311 -5.42524 3.86441
H 1.62921 -2.94584 2.90133
H 2.80214 -2.82878 3.99274
H 1.39532 -3.91317 4.40156
H 2.50334 -4.38093 0.41280
H 1.02857 -4.12001 1.40738
H 0.30912 -4.71281 -0.77357
H -0.13775 -6.14738 0.15948
H 1.63288 -8.22956 -1.97595
H 0.11041 -7.34313 -2.24310
H 0.36971 -8.16258 -0.74535
C 2.38640 0.81822 -4.89101
C 1.58058 1.64732 -3.89571
N 2.42696 2.17567 -2.70436
C 3.11321 0.94283 -2.03863
C 3.40153 3.24759 -3.22328
C 4.20900 3.97259 -2.14403
C 1.41051 2.76265 -1.66873
C 0.78453 4.20217 -1.95666
O -0.25856 3.99683 -2.88035
C -0.78231 5.16119 -3.49888
H 3.32914 1.26730 -5.19011
H 1.84912 0.63146 -5.81108
H 2.68225 -0.13717 -4.46723
H 0.74361 1.10015 -3.45319
H 1.21189 2.55769 -4.37014
H 2.31649 0.18746 -1.94956
H 3.32142 1.19964 -0.99776
H 3.97604 0.58816 -2.58598
H 2.82114 3.95376 -3.84755
H 4.08078 2.70987 -3.86139
H 3.49199 4.43740 -1.49496
H 4.85970 4.69704 -2.62103
H 4.84118 3.30493 -1.57265
H 1.99493 2.88541 -0.76822
H 0.64075 1.99130 -1.44696
H 1.42758 4.98635 -2.37446
H 0.42272 4.51707 -0.95979
H -0.12387 5.64133 -4.22612
H -1.09755 5.93796 -2.80746
H -1.65120 4.86097 -4.08321
C 8.41470 0.27131 4.03075
C 7.30077 1.02358 4.72336
N 5.90158 0.48781 4.15648
C 5.89201 -1.08577 4.35067
C 4.67204 0.97806 4.99682
C 4.25003 2.46387 4.96662
C 5.71249 0.86679 2.67463
C 4.72881 0.04921 1.83729
O 3.39396 0.24917 2.22931
C 2.41995 -0.41535 1.44472
H 8.47350 0.43986 2.96152
H 8.36097 -0.80272 4.16948
H 9.39058 0.61947 4.38406
H 7.43143 2.11005 4.64977
H 7.22224 0.75309 5.77052
H 4.85214 -1.38031 4.12475
H 6.09808 -1.44845 5.34806
H 6.54768 -1.45972 3.58317
H 4.94704 0.76881 6.03153
H 3.80534 0.35244 4.90888
H 5.09855 3.16262 4.91582
H 3.78014 2.78748 5.90243
H 3.62273 2.66249 4.05915
H 6.68417 0.79029 2.19600
H 5.41016 1.90500 2.71910
H 5.03777 -0.98632 1.91306
H 4.91537 0.37069 0.79774
H 2.23468 0.10060 0.49930
H 1.48393 -0.46505 1.97263
H 2.65481 -1.46072 1.17057
C -2.40414 3.45770 0.09898
C -3.88083 3.75732 0.48459
N -4.23407 5.20504 0.54310
C -5.64608 5.27453 1.05046
C -3.27504 5.97168 1.48756
C -3.64289 7.43795 1.75056
C -4.13391 5.94150 -0.84748
C -4.56567 5.00758 -1.97424
O -5.85322 4.48263 -1.96130
C -6.87836 5.47073 -2.33287
H -2.09383 3.95857 -0.81989
H -2.28906 2.39268 -0.04060
H -1.66501 3.70647 0.87477
H -4.07475 3.43328 1.50789
H -4.61246 3.18596 -0.09587
H -5.73594 4.66916 1.92861
H -6.25804 4.69668 0.35096
H -6.02070 6.29484 1.05251
H -2.23204 5.87815 1.17579
H -3.33799 5.51353 2.46661
H -3.66749 8.02974 0.85408
H -2.93648 7.86180 2.47854
H -4.56267 7.65407 2.27874
H -3.09046 6.21620 -1.01602
H -4.72326 6.88237 -0.72878
H -3.88077 4.14701 -2.03073
H -4.33225 5.55968 -2.90224
H -6.77047 6.41511 -1.76962
H -7.83044 5.01021 -2.07554
H -6.75545 5.65175 -3.38973
C 4.80118 -5.38837 -6.23363
C 4.69393 -4.62608 -4.91398
N 3.26108 -4.49500 -4.37371
C 2.59668 -5.91334 -4.29239
C 3.29182 -3.90058 -2.94767
C 3.87240 -2.48953 -2.85505
C 2.39811 -3.56802 -5.38902
C 1.02300 -3.04970 -4.86127
O 0.31471 -4.16316 -4.37459
C -1.08611 -3.98506 -4.25263
H 3.99759 -5.16879 -6.91965
H 4.76902 -6.47935 -6.24213
H 5.72911 -5.26852 -6.76026
H 5.10132 -3.60749 -4.95078
H 5.21521 -5.15450 -4.12270
H 1.86212 -5.90895 -3.48902
H 3.27359 -6.65316 -3.91308
H 2.25540 -6.22400 -5.27054
H 3.85380 -4.57192 -2.28760
H 2.26765 -3.98914 -2.60193
H 4.95291 -2.49601 -2.73511
H 3.45658 -1.94459 -2.00339
H 3.59390 -1.86973 -3.70791
H 2.31416 -4.11621 -6.31822
H 2.95435 -2.64885 -5.61733
H 0.46918 -2.64098 -5.72054
H 1.12931 -2.29577 -4.07747
H -1.49869 -3.67123 -5.21933
H -1.29647 -3.26320 -3.44148
H -1.54251 -4.96024 -4.03189
C -0.93811 4.95401 4.69676
C 0.04833 3.97074 5.29481
N -0.43908 2.55757 5.59121
C -1.45338 2.60299 6.68166
C -1.02367 1.86565 4.31688
C -0.21780 2.14202 3.07172
C 0.81529 1.71295 5.95616
C 1.31952 1.95626 7.38045
O 1.67872 3.30838 7.57392
C 2.38230 3.56617 8.82264
H -1.75135 5.07367 5.40973
H -1.40000 4.63573 3.77301
H -0.40331 5.89355 4.60251
H 0.39559 4.31795 6.26871
H 0.87644 3.87249 4.61420
H -1.73834 1.61039 6.95810
H -2.33608 3.08302 6.32710
H -0.95733 3.09755 7.50720
H -2.04267 2.23001 4.22715
H -1.09441 0.81135 4.60070
H -0.15000 3.21050 2.99035
H -0.69055 1.74802 2.18033
H 0.70401 1.58882 3.09995
H 1.52785 1.87371 5.14671
H 0.53379 0.65550 5.86799
H 2.13693 1.25322 7.56929
H 0.53001 1.65240 8.09296
H 3.00026 2.72308 9.07242
H 1.69655 3.79891 9.64987
H 3.09695 4.39707 8.71470
C -3.92527 2.77589 -5.09555
C -2.63684 1.87520 -4.98309
N -2.94240 0.35815 -5.03927
C -1.65050 -0.43097 -4.82172
C -4.01073 -0.09816 -4.00809
C -3.58615 0.13569 -2.56543
C -3.49085 0.08986 -6.52629
C -3.17750 -1.36077 -6.92395
O -3.76867 -2.27503 -6.09170
C -4.29727 -3.46409 -6.69972
H -4.64621 2.55781 -4.27643
H -4.48168 2.63446 -6.03043
H -3.57604 3.80238 -4.98580
H -2.06790 2.13642 -4.10397
H -1.97247 2.12687 -5.81635
H -1.31706 -0.20112 -3.82541
H -0.86637 -0.33544 -5.56770
H -1.87989 -1.47478 -4.80902
H -4.20466 -1.15674 -4.21799
H -4.93337 0.43128 -4.16862
H -4.35597 -0.21529 -1.86965
H -3.49619 1.22487 -2.40091
H -2.64149 -0.32458 -2.26451
H -2.99119 0.78235 -7.17976
H -4.56873 0.27662 -6.55005
H -2.09437 -1.50402 -6.98662
H -3.41220 -1.57738 -7.95473
H -4.62220 -3.15599 -7.68025
H -5.02592 -3.86913 -6.02183
H -3.62779 -4.30255 -6.72781
C -4.69820 -1.47932 4.57471
C -4.67174 -2.16083 3.14531
N -3.64197 -1.56516 2.05552
C -2.20542 -1.54002 2.52774
C -3.80106 -2.31425 0.66867
C -3.25903 -3.75466 0.69716
C -3.94217 -0.04940 1.81158
C -5.41327 0.25122 1.50774
O -5.65517 0.04202 0.11180
C -6.98729 0.34959 -0.22419
H -5.25083 -0.52312 4.66963
H -3.68877 -1.27409 4.92983
H -5.12996 -2.20694 5.29004
H -5.64449 -2.25289 2.64181
H -4.40703 -3.22346 3.25789
H -1.56733 -1.29775 1.66429
H -2.01222 -2.55630 2.84608
H -2.09589 -0.83225 3.33054
H -3.29988 -1.71044 -0.07961
H -4.83336 -2.22635 0.31597
H -2.18400 -3.87664 0.91965
H -3.43702 -4.17205 -0.30737
H -3.77248 -4.33348 1.43820
H -3.29899 0.37643 1.03174
H -3.61641 0.41081 2.76225
H -5.55700 1.33701 1.59235
H -6.11843 -0.26256 2.17967
H -7.14426 1.42180 -0.31754
H -7.69400 -0.00621 0.52891
H -7.33587 -0.11990 -1.13688
Cl -0.00062 -1.24902 -0.86349